Molecular formula: C33H87N5O11
Method: DFT, ωB97M-V with the def2-TZVPD basis set

Positions of all 136 atoms, in Å:
C: -2.515 -1.766 0.119
C: -1.155 -1.028 -0.128
C: -1.431 -0.020 -1.197
O: -0.788 -0.288 1.031
H: -2.854 -2.303 -0.767
H: -3.282 -1.053 0.420
H: -2.505 -2.516 0.910
H: -0.444 -1.766 -0.497
H: -1.891 0.891 -0.814
H: -2.005 -0.336 -2.069
H: -0.450 0.316 -1.533
C: 2.106 -2.042 -5.989
O: 2.471 -3.239 -5.285
C: 1.398 -4.198 -5.293
C: 1.784 -5.399 -4.431
N: 3.258 -5.808 -4.421
H: 3.841 -5.148 -3.927
H: 3.390 -6.636 -3.858
C: 3.787 -6.070 -5.842
C: 5.305 -6.333 -5.752
O: 5.986 -5.433 -4.867
C: 5.993 -4.086 -5.167
H: 2.933 -1.334 -6.047
H: 1.342 -1.486 -5.445
H: 1.636 -2.240 -6.952
H: 1.351 -4.499 -6.340
H: 0.438 -3.820 -4.939
H: 1.232 -6.311 -4.658
H: 1.458 -5.144 -3.422
H: 3.773 -5.198 -6.496
H: 3.345 -6.958 -6.295
H: 5.765 -6.279 -6.739
H: 5.400 -7.382 -5.474
H: 4.997 -3.648 -5.100
H: 6.427 -3.844 -6.137
H: 6.557 -3.562 -4.396
C: 5.018 -3.673 7.761
O: 3.789 -2.911 7.522
C: 4.052 -1.946 6.531
C: 2.876 -1.659 5.592
N: 2.215 -2.929 5.090
H: 1.936 -3.492 5.880
H: 1.430 -2.605 4.542
C: 3.162 -3.846 4.318
C: 2.560 -5.069 3.574
O: 2.106 -5.942 4.544
C: 1.842 -7.214 4.091
H: 4.809 -4.460 8.485
H: 5.863 -3.069 8.091
H: 5.338 -4.166 6.844
H: 4.973 -2.059 5.959
H: 4.304 -0.992 6.995
H: 3.154 -1.182 4.652
H: 2.122 -1.082 6.128
H: 3.982 -4.128 4.979
H: 3.513 -3.153 3.554
H: 3.393 -5.426 2.968
H: 1.764 -4.864 2.858
H: 0.993 -7.299 3.414
H: 1.619 -7.828 4.964
H: 2.682 -7.682 3.577
C: -9.245 -1.504 -2.908
O: -9.180 -0.150 -3.341
C: -10.036 0.701 -2.668
C: -9.776 2.085 -3.264
N: -8.269 2.512 -3.167
H: -7.727 1.917 -3.776
H: -8.248 3.446 -3.551
C: -7.663 2.419 -1.766
C: -8.364 3.418 -0.848
O: -9.675 3.024 -0.472
C: -10.273 3.985 0.375
H: -10.202 -2.008 -2.770
H: -8.571 -1.658 -2.065
H: -8.865 -2.052 -3.770
H: -9.821 0.612 -1.603
H: -11.075 0.402 -2.804
H: -10.356 2.962 -2.975
H: -9.925 2.130 -4.343
H: -6.636 2.646 -2.051
H: -7.749 1.392 -1.412
H: -8.473 4.376 -1.356
H: -7.711 3.792 -0.059
H: -9.880 4.040 1.390
H: -11.346 3.798 0.406
H: -10.228 4.927 -0.172
C: 10.062 5.132 0.413
O: 8.724 4.900 0.014
C: 7.716 5.753 0.666
C: 6.372 5.204 0.332
N: 6.349 3.654 0.627
H: 7.213 3.168 0.434
H: 6.237 3.594 1.629
C: 5.169 2.912 -0.117
C: 5.501 2.511 -1.615
O: 6.032 3.632 -2.321
C: 6.714 3.408 -3.556
H: 10.754 4.510 -0.155
H: 10.262 4.829 1.441
H: 10.349 6.150 0.148
H: 7.917 6.786 0.381
H: 7.908 5.878 1.732
H: 6.047 5.356 -0.697
H: 5.577 5.680 0.905
H: 4.172 3.309 0.074
H: 5.110 1.955 0.402
H: 4.721 2.013 -2.190
H: 6.369 1.855 -1.680
H: 6.735 4.249 -4.250
H: 6.243 2.545 -4.026
H: 7.737 3.120 -3.316
C: -6.584 0.575 3.231
O: -5.576 1.578 3.337
C: -4.583 1.269 4.321
C: -3.684 2.462 4.638
N: -3.183 3.013 3.268
H: -2.433 2.380 3.029
H: -3.853 2.876 2.524
C: -2.517 4.422 3.285
C: -2.060 4.791 1.889
O: -3.157 4.689 1.030
C: -2.813 4.878 -0.343
H: -6.964 0.885 2.257
H: -7.274 0.744 4.058
H: -6.202 -0.446 3.248
H: -3.996 0.369 4.140
H: -5.013 0.947 5.269
H: -2.773 2.286 5.211
H: -4.139 3.318 5.137
H: -1.783 4.432 4.091
H: -3.288 5.163 3.495
H: -1.238 4.128 1.620
H: -1.607 5.783 1.903
H: -2.295 5.831 -0.450
H: -3.698 4.871 -0.979
H: -2.125 4.082 -0.626

## Properties
Kohn-Sham gap, eV: 5.041
Spin multiplicity: 1
E_LUMO, eV: -6.8
ΔE to the lowest compared entry with this formula, charge and spin, kcal/mol: 110.62
Charge: +4

Here are the Mulliken charges for atoms 1 to 4, given in e: number 1, C, carries -1.22; number 2, C, carries 0.61; number 3, C, carries -1.08; number 4, O, carries -0.95



Molecular formula: C33H88F3MnN8O11S
Method: DFT, ωB97M-V with the def2-TZVPD basis set

Positions of all 145 atoms, in Å:
Mn: 10.159 -2.869 -3.221
C: 5.646 -1.815 -2.100
F: 5.719 -0.592 -2.635
F: 4.700 -2.012 -1.211
F: 5.361 -2.647 -3.106
S: 7.412 -2.345 -1.362
O: 7.157 -3.379 -0.388
O: 8.220 -2.773 -2.530
O: 8.040 -1.188 -0.704
C: 8.614 -1.807 -7.211
C: 8.617 -2.822 -6.094
C: 8.451 -4.285 -6.666
O: 8.444 -5.287 -5.636
C: 8.362 -6.596 -6.210
N: 9.843 -2.664 -5.307
H: 8.759 -0.769 -6.914
H: 7.738 -1.983 -7.834
H: 9.514 -1.964 -7.811
H: 7.788 -2.611 -5.417
H: 9.298 -4.452 -7.335
H: 7.495 -4.340 -7.185
H: 7.599 -6.756 -6.971
H: 8.214 -7.357 -5.443
H: 9.331 -6.927 -6.588
H: 10.047 -1.671 -5.335
H: 10.567 -3.070 -5.889
C: 9.961 -6.969 -2.101
C: 9.667 -5.498 -2.025
C: 10.456 -4.720 -0.936
O: 10.700 -3.344 -1.214
C: 11.167 -2.606 -0.094
N: 10.117 -4.948 -3.358
H: 11.030 -7.110 -2.264
H: 9.417 -7.389 -2.948
H: 9.690 -7.534 -1.209
H: 8.586 -5.378 -1.966
H: 11.415 -5.184 -0.702
H: 9.793 -4.690 -0.069
H: 11.740 -1.741 -0.430
H: 11.935 -3.199 0.405
H: 10.342 -2.267 0.532
H: 9.471 -5.441 -3.963
H: 10.997 -5.408 -3.559
C: 9.624 0.432 1.788
C: 8.159 0.712 2.062
C: 7.521 1.693 1.064
O: 8.476 2.763 0.830
C: 7.951 3.800 0.031
N: 7.419 -0.576 2.048
H: 10.228 1.339 1.793
H: 9.691 0.040 0.771
H: 10.051 -0.359 2.406
H: 8.173 1.190 3.042
H: 6.591 2.112 1.449
H: 7.243 1.157 0.154
H: 7.601 3.461 -0.946
H: 8.799 4.463 -0.145
H: 7.138 4.400 0.443
H: 7.575 -1.014 1.146
H: 7.963 -1.186 2.646
C: 4.211 0.604 0.280
C: 3.798 0.177 1.731
C: 3.586 -1.349 1.839
O: 3.259 -1.780 3.159
C: 2.606 -3.028 3.182
N: 4.826 0.674 2.634
H: 4.513 1.650 0.210
H: 3.420 0.564 -0.471
H: 5.085 0.052 -0.065
H: 2.861 0.676 1.983
H: 4.450 -1.853 1.401
H: 2.694 -1.587 1.255
H: 3.315 -3.732 2.745
H: 1.599 -3.049 2.763
H: 2.489 -3.224 4.248
H: 5.674 0.255 2.266
H: 4.620 0.209 3.509
C: 9.174 1.433 -2.310
C: 9.601 0.386 -3.301
C: 10.491 0.971 -4.439
O: 10.690 0.031 -5.479
C: 11.457 0.506 -6.564
N: 10.310 -0.677 -2.640
H: 8.167 1.247 -1.938
H: 9.308 2.437 -2.714
H: 9.796 1.453 -1.413
H: 8.733 -0.077 -3.772
H: 11.511 1.257 -4.170
H: 10.061 1.867 -4.891
H: 11.521 -0.314 -7.279
H: 12.452 0.815 -6.241
H: 10.964 1.343 -7.061
H: 9.851 -0.587 -1.740
H: 11.215 -0.240 -2.511
C: 5.725 -5.514 2.288
C: 5.867 -6.335 1.040
C: 4.745 -6.084 -0.009
O: 4.800 -7.101 -1.042
C: 3.737 -6.859 -1.963
N: 7.156 -6.025 0.406
H: 6.366 -5.992 3.028
H: 4.713 -5.534 2.692
H: 5.934 -4.476 2.025
H: 5.931 -7.415 1.174
H: 4.863 -5.066 -0.390
H: 3.784 -6.007 0.504
H: 2.736 -6.967 -1.541
H: 3.804 -7.576 -2.781
H: 3.781 -5.857 -2.393
H: 7.193 -5.024 0.247
H: 7.219 -6.383 -0.539
C: 3.999 -3.406 -9.783
C: 5.150 -2.388 -9.773
C: 5.066 -1.416 -8.595
O: 5.142 -2.121 -7.337
C: 4.640 -1.264 -6.308
N: 6.418 -3.045 -9.702
H: 3.026 -2.958 -9.586
H: 4.211 -4.171 -9.035
H: 4.030 -4.019 -10.685
H: 5.097 -1.809 -10.696
H: 4.123 -0.887 -8.745
H: 5.834 -0.640 -8.596
H: 5.142 -0.295 -6.257
H: 4.707 -1.746 -5.333
H: 3.582 -1.017 -6.409
H: 6.542 -3.442 -8.781
H: 6.324 -3.795 -10.375
C: -1.402 0.425 -4.722
C: -1.201 -1.053 -4.354
C: -0.204 -1.261 -3.174
O: 1.108 -1.082 -3.704
C: 2.027 -0.641 -2.740
N: -2.499 -1.618 -4.160
H: -1.960 0.576 -5.645
H: -0.425 0.903 -4.791
H: -1.987 0.896 -3.930
H: -0.833 -1.503 -5.277
H: -0.340 -2.290 -2.837
H: -0.488 -0.569 -2.378
H: 1.572 0.294 -2.405
H: 3.034 -0.668 -3.152
H: 1.982 -1.226 -1.818
H: -2.925 -1.227 -3.330
H: -2.463 -2.622 -4.050

## Properties
Kohn-Sham gap (alpha / beta), eV: 7.552 / 7.132
Spin multiplicity: 6
E_LUMO (alpha / beta), eV: -2.6 / -3.0
ΔE to the lowest compared entry with this formula, charge and spin, kcal/mol: 19.62
Charge: +1

Here are the Mulliken charges for atoms 1 to 4, given in e: number 1, Mn, carries 0.39; number 2, C, carries -0.15; number 3, F, carries -0.19; number 4, F, carries 0.14



Molecular formula: C33H88N6O10P2
Method: DFT, ωB97M-V with the def2-TZVPD basis set

Positions of all 139 atoms, in Å:
C: 4.170 3.793 -0.898
C: 3.872 2.479 -0.128
C: 3.432 1.334 -1.051
O: 3.865 0.031 -0.663
P: 3.657 -0.368 0.932
C: 3.918 -2.195 0.847
P: 5.670 -2.530 1.086
O: 6.068 -3.910 0.828
O: 6.013 -2.116 2.601
O: 6.482 -1.489 0.188
C: 1.832 -0.223 1.235
C: 1.003 -1.384 0.608
C: 1.575 -0.197 2.748
C: 1.975 1.079 3.502
C: 3.442 1.166 3.985
H: 4.133 3.644 -1.976
H: 5.178 4.141 -0.663
H: 3.488 4.587 -0.609
H: 4.753 2.195 0.444
H: 3.054 2.695 0.564
H: 3.853 1.500 -2.045
H: 2.342 1.346 -1.164
H: 3.414 -2.600 1.728
H: 3.577 -2.677 -0.070
H: 5.596 -1.270 2.824
H: 6.504 -0.607 0.577
H: 1.445 0.707 0.812
H: 0.001 -1.014 0.383
H: 1.450 -1.734 -0.319
H: 0.926 -2.183 1.344
H: 0.494 -0.320 2.873
H: 2.027 -1.073 3.232
H: 1.340 1.146 4.386
H: 1.718 1.932 2.871
H: 3.488 1.438 5.038
H: 3.931 0.199 3.867
H: 4.009 1.881 3.391
C: -4.129 2.927 4.133
C: -3.412 1.920 3.240
C: -2.048 1.465 3.774
O: -1.007 2.412 3.631
C: -0.952 3.414 4.629
N: -3.322 2.461 1.879
H: -3.713 3.930 4.030
H: -5.181 2.983 3.854
H: -4.068 2.639 5.185
H: -4.037 1.022 3.192
H: -1.729 0.596 3.190
H: -2.124 1.143 4.822
H: -1.256 3.021 5.604
H: -1.575 4.275 4.377
H: 0.083 3.750 4.695
H: -2.962 1.745 1.254
H: -2.610 3.187 1.878
C: -9.346 3.090 0.244
C: -7.870 3.479 0.257
C: -7.018 2.686 1.254
O: -7.182 3.064 2.610
C: -8.307 2.513 3.266
N: -7.761 4.927 0.454
H: -9.881 3.511 1.095
H: -9.825 3.471 -0.657
H: -9.470 2.005 0.264
H: -7.465 3.255 -0.734
H: -5.964 2.875 1.035
H: -7.184 1.605 1.144
H: -8.523 1.502 2.908
H: -9.196 3.137 3.143
H: -8.075 2.467 4.330
H: -6.794 5.212 0.332
H: -7.968 5.127 1.429
C: 4.094 -4.691 -3.782
C: 5.212 -4.983 -2.786
C: 6.092 -6.177 -3.177
O: 5.501 -7.447 -2.972
C: 4.631 -7.884 -3.994
N: 4.645 -5.116 -1.444
H: 3.261 -5.387 -3.669
H: 3.702 -3.690 -3.608
H: 4.449 -4.744 -4.814
H: 5.872 -4.109 -2.772
H: 6.979 -6.165 -2.539
H: 6.435 -6.088 -4.218
H: 4.976 -7.557 -4.980
H: 3.608 -7.532 -3.837
H: 4.621 -8.974 -3.971
H: 5.398 -5.159 -0.763
H: 4.185 -6.022 -1.396
C: -1.586 5.262 -3.399
C: -0.191 5.478 -3.978
C: 0.891 4.607 -3.329
O: 1.313 5.040 -2.045
C: 0.482 4.656 -0.969
N: 0.128 6.908 -3.935
H: -1.706 5.762 -2.438
H: -2.338 5.675 -4.072
H: -1.797 4.199 -3.263
H: -0.226 5.183 -5.031
H: 1.788 4.661 -3.953
H: 0.583 3.556 -3.299
H: 0.036 3.670 -1.142
H: -0.314 5.382 -0.787
H: 1.104 4.607 -0.073
H: 0.994 7.078 -4.437
H: 0.335 7.154 -2.971
C: -1.568 -6.195 3.246
C: -2.105 -4.820 3.630
C: -2.585 -3.981 2.438
O: -1.550 -3.419 1.656
C: -0.988 -4.274 0.677
N: -1.100 -4.123 4.437
H: -0.562 -6.134 2.833
H: -1.515 -6.834 4.127
H: -2.212 -6.682 2.511
H: -2.983 -4.976 4.265
H: -3.146 -3.128 2.829
H: -3.269 -4.558 1.801
H: -1.740 -4.936 0.238
H: -0.173 -4.876 1.088
H: -0.573 -3.642 -0.108
H: -1.496 -3.264 4.808
H: -0.355 -3.819 3.817
C: -0.220 -0.248 -5.574
C: 0.921 -0.116 -4.569
C: 1.164 -1.371 -3.724
O: 0.211 -1.585 -2.700
C: -1.000 -2.187 -3.116
N: 0.695 1.071 -3.740
H: -1.194 -0.162 -5.092
H: -0.157 0.547 -6.317
H: -0.179 -1.206 -6.096
H: 1.840 0.053 -5.138
H: 2.122 -1.257 -3.207
H: 1.239 -2.262 -4.360
H: -0.829 -2.911 -3.919
H: -1.730 -1.445 -3.448
H: -1.417 -2.710 -2.256
H: 1.517 1.231 -3.166
H: -0.044 0.848 -3.077

## Properties
Kohn-Sham gap, eV: 8.734
Spin multiplicity: 1
SMILES: CCCOP(CP(=O)(O)O)[C@@H](C)CCC.COC[C@@H](C)N.COC[C@@H](C)N.COC[C@@H](C)N.COC[C@@H](C)N.COC[C@@H](C)N.COC[C@@H](C)N
E_LUMO, eV: 0.2
ΔE to the lowest compared entry with this formula, charge and spin, kcal/mol: 0.00

Here are the Mulliken charges for atoms 1 to 4, given in e: number 1, C, carries -1.26; number 2, C, carries 0.45; number 3, C, carries -0.56; number 4, O, carries -0.45



Q: The highest ΔE to the lowest compared entry with this formula, charge and spin belongs to which entry?
A: C33H87N5O11



Q: Among the records above, which one has the highest spin multiplicity?
A: C33H88F3MnN8O11S



Q: Among the records above, which one has the highest ΔE to the lowest compared entry with this formula, charge and spin?
A: C33H87N5O11